No. 1
A molecular structure, C26H34ClF5HoN3O4S in a non-equilibrium geometry. Source: the Open Molecules 2025 dataset; level of theory: ωB97M-V/def2-TZVPD.

As for the gap between HOMO and LUMO (alpha / beta): 0.2589 / 0.2590 hartree. The calculation puts the highest occupied orbital energy (alpha / beta) at -7.007 / -7.009 eV. As for the LUMO energy (alpha / beta): 0.0 / 0.0 eV. As for the spin multiplicity: 5.

Last column: Mulliken spin population.
Element x y z (Å)
Ho  -0.69  -0.63  0.09  4.042
Cl  -3.14  -0.09  0.76  -0.005
S  0.26  2.04  1.00  -0.004
F  -0.57  4.43  2.43  0.000
F  2.11  0.93  5.69  0.000
F  1.90  0.40  3.04  0.000
F  0.99  3.21  6.74  0.000
F  -0.29  4.99  5.08  0.000
O  0.63  -0.14  -2.10  -0.004
O  -0.61  -1.04  2.37  -0.007
O  -0.47  -2.85  -0.23  -0.005
O  1.69  -0.67  0.23  -0.002
N  3.23  0.68  -0.81  0.000
N  -1.25  -0.42  4.49  0.001
N  0.39  -4.84  -0.96  0.000
C  -2.04  0.47  5.34  0.000
C  -0.20  1.31  -3.73  -0.002
C  1.41  -5.55  -1.73  0.000
C  -1.78  -0.35  -2.24  -0.001
C  0.20  3.74  -5.09  0.000
C  -0.33  -0.05  -3.02  -0.003
C  0.21  3.85  4.58  0.000
C  1.45  1.80  4.88  0.000
C  0.32  2.42  -3.06  0.001
C  2.43  -0.38  -0.76  -0.001
C  -2.23  -1.79  -2.31  0.000
C  0.42  -3.52  -0.85  0.000
C  -0.39  2.65  -5.74  0.000
C  3.73  1.17  -2.09  0.000
C  0.56  2.36  2.66  -0.001
C  -0.72  -1.61  5.15  0.000
C  -1.24  -0.28  3.17  -0.001
C  -0.61  -5.66  -0.28  0.000
C  1.31  1.52  3.53  0.000
C  -0.57  1.44  -5.07  0.000
C  0.56  3.61  -3.74  0.000
C  3.61  1.43  0.38  0.000
C  0.89  2.96  5.42  0.000
C  -4.14  0.57  -2.26  0.001
C  0.07  3.55  3.23  0.000
C  -2.66  0.67  -2.24  -0.002
H  -0.16  -2.22  4.44  0.000
H  4.82  1.27  -2.03  0.000
H  -2.86  -0.09  5.82  0.000
H  -1.42  -2.45  -2.63  -0.001
H  3.72  0.77  1.24  0.000
H  1.03  4.45  -3.21  0.000
H  2.50  -1.02  -1.64  0.000
H  0.57  2.33  -1.99  0.000
H  -0.15  -6.21  0.55  0.000
H  -1.00  0.56  -5.57  0.000
H  2.86  2.20  0.61  0.000
H  -2.30  1.70  -2.29  -0.001
H  -0.98  -6.41  -0.99  0.000
H  3.45  0.45  -2.87  0.000
H  -0.71  2.73  -6.79  0.000
H  4.57  1.92  0.15  0.000
H  -1.42  -5.04  0.09  0.000
H  -4.55  0.93  -3.22  -0.001
H  -1.56  -2.18  5.58  0.000
H  3.30  2.16  -2.33  0.000
H  2.07  -4.81  -2.21  0.000
H  1.27  -3.02  -1.33  0.000
H  -3.06  -1.91  -3.02  0.000
H  -1.82  0.56  2.78  0.000
H  0.94  -6.17  -2.49  0.000
H  -2.62  -2.15  -1.33  0.000
H  -4.59  1.20  -1.49  0.000
H  -1.40  0.89  6.12  0.000
H  -4.53  -0.45  -2.12  0.000
H  0.37  4.66  -5.63  0.000
H  2.01  -6.20  -1.07  0.000
H  -2.46  1.28  4.73  0.000
H  -0.08  -1.29  5.97  0.000
H  -0.25  -0.83  -3.81  0.000

=====

No. 2
2 unconnected molecules or ions with the total composition C6H6Br in a non-equilibrium geometry. Source: the Open Molecules 2025 dataset; level of theory: ωB97M-V/def2-TZVPD.

As for the gap between HOMO and LUMO: 0.2591 hartree. The calculation puts the highest occupied orbital energy at -3.655 eV. As for the charge: -1. The calculation puts the relative energy (zero: lowest compared OMol25 entry of this formula, charge and spin) at 0.000 eV. As for the LUMO energy: 3.4 eV. As for the spin multiplicity: 1.

Last column: natural (NBO) charge in e.
Element x y z (Å)
Br  -1.88  -3.38  -2.69  -0.982
C  1.24  -0.20  0.91  -0.224
C  -0.45  -0.49  -0.76  -0.203
C  -0.93  0.78  -0.50  -0.214
C  -0.33  1.56  0.50  -0.228
C  0.65  -0.98  -0.05  -0.206
C  0.75  1.08  1.21  -0.242
H  -0.73  2.54  0.71  0.196
H  -1.78  1.13  -1.06  0.209
H  -0.89  -1.15  -1.51  0.281
H  1.21  1.67  2.00  0.197
H  2.08  -0.59  1.49  0.195
H  1.06  -1.96  -0.25  0.221

=====

No. 3
A molecular structure, C26H34Cl2CsN3O3S3 in a non-equilibrium geometry. Source: the Open Molecules 2025 dataset; level of theory: ωB97M-V/def2-TZVPD.

As for the gap between HOMO and LUMO: 0.2642 hartree. The calculation puts the highest occupied orbital energy at -7.361 eV. The calculation puts the relative energy (zero: lowest compared OMol25 entry of this formula, charge and spin) at 0.000 eV. As for the LUMO energy: -0.2 eV. As for the spin multiplicity: 1.

Last column: Löwdin charge in e.
Element x y z (Å)
Cs  0.60  2.06  1.39  0.908
Cl  -6.48  0.52  -1.78  0.737
Cl  -1.05  1.66  -2.17  0.674
S  4.69  2.19  0.43  0.832
S  2.51  4.55  -0.82  0.809
S  5.75  5.70  1.19  0.840
O  -2.25  1.95  0.63  -0.230
O  2.26  -2.83  0.35  0.012
O  -1.83  0.05  1.86  -0.145
N  -3.44  -0.14  -1.53  0.078
N  0.28  -3.70  1.02  -0.090
N  1.95  -5.13  0.21  -0.092
C  -3.76  1.18  -1.86  -0.252
C  -0.06  -2.44  1.64  -0.053
C  -4.40  3.82  -2.54  -0.091
C  -3.06  3.47  -2.39  -0.098
C  4.04  4.00  -1.61  -0.544
C  -2.74  2.15  -2.05  -0.555
C  3.09  5.89  0.23  -0.554
C  3.31  -5.34  -0.25  -0.052
C  -4.41  -0.77  0.66  -0.157
C  4.38  2.56  -1.32  -0.543
C  -4.01  -2.42  -1.04  -0.045
C  -4.07  0.58  1.30  -0.053
C  -2.58  0.90  1.26  -0.694
C  -5.27  -3.05  0.90  -0.079
C  3.95  5.45  1.39  -0.559
C  -5.14  1.60  -1.92  -0.582
C  -4.62  -3.41  -0.32  -0.099
C  6.38  2.83  0.75  -0.508
C  -0.68  -4.78  1.16  -0.158
C  -0.39  -5.88  0.13  -0.161
C  1.56  -3.84  0.49  -0.469
C  -5.14  -1.74  1.34  -0.053
C  6.36  4.01  1.70  -0.547
C  1.07  -6.29  0.22  -0.165
C  -4.02  -1.06  -0.66  -0.254
C  -5.40  2.90  -2.29  -0.137
H  -4.61  1.37  0.79  0.103
H  2.18  6.44  0.53  0.077
H  4.92  4.62  -1.41  0.067
H  3.63  1.82  -1.66  0.083
H  3.88  4.16  -2.68  0.075
H  1.14  -6.88  1.16  0.125
H  -4.46  0.62  2.35  0.130
H  -6.42  3.20  -2.47  0.099
H  1.35  -6.97  -0.60  0.117
H  5.74  3.72  2.58  0.077
H  3.95  -5.92  0.44  0.089
H  -2.47  -0.38  -1.74  0.106
H  3.78  4.41  1.65  0.012
H  -0.88  -2.58  2.34  0.089
H  5.28  2.27  -1.86  0.072
H  6.96  2.04  1.25  0.077
H  -0.42  -1.73  0.90  0.069
H  -4.54  -4.47  -0.62  0.100
H  -3.48  -2.61  -1.98  0.119
H  -0.60  -5.53  -0.87  0.109
H  -2.29  4.21  -2.53  0.099
H  -0.63  -5.23  2.18  0.130
H  3.72  -4.34  -0.44  0.082
H  3.69  6.06  2.32  0.089
H  -5.60  -1.44  2.26  0.105
H  -1.67  -4.36  1.09  0.105
H  -1.09  -6.73  0.28  0.122
H  6.94  3.05  -0.18  0.090
H  3.30  -5.92  -1.19  0.088
H  -5.80  -3.80  1.48  0.095
H  -4.66  4.81  -2.89  0.098
H  3.59  6.60  -0.44  0.068
H  7.39  4.24  2.03  0.073
H  0.77  -1.97  2.19  0.092

=====

No. 4
A molecular structure, C25H76O13 in a non-equilibrium geometry. Source: the Open Molecules 2025 dataset; level of theory: ωB97M-V/def2-TZVPD.

As for the gap between HOMO and LUMO: 0.3190 hartree. The calculation puts the highest occupied orbital energy at -8.549 eV. The calculation puts the relative energy (zero: lowest compared OMol25 entry of this formula, charge and spin) at 33.290 eV. As for the LUMO energy: 0.1 eV. As for the spin multiplicity: 1.

Last column: Löwdin charge in e.
Element x y z (Å)
O  -3.25  2.16  -2.59  -0.171
O  1.42  2.29  0.70  -0.324
O  -1.60  -3.87  -3.25  -0.049
O  2.01  3.47  -1.13  -0.135
O  -0.22  0.17  3.25  -0.012
O  -2.64  -2.98  -1.79  0.039
O  -1.20  5.10  0.42  -0.088
O  -0.46  0.45  -3.89  -0.174
O  -4.89  -0.99  1.43  -0.050
O  2.89  -4.93  1.13  -0.017
O  1.56  0.41  0.09  -0.156
O  2.06  -1.10  -1.05  -0.204
O  -1.12  1.13  4.65  -0.067
C  2.09  2.21  -1.80  -0.095
C  2.62  -4.35  -0.08  -0.455
C  0.97  0.07  2.49  -0.063
C  3.44  -1.12  -0.73  -0.339
C  1.94  -2.99  0.15  -0.059
C  -0.38  -3.23  -3.16  -0.394
C  -2.81  0.28  1.19  -0.070
C  -1.32  2.37  3.96  -0.402
C  -1.16  3.47  4.98  -0.062
C  -1.10  1.34  -3.08  -0.173
C  -3.55  -0.83  1.91  -0.432
C  0.06  -3.17  -1.71  -0.103
C  -0.28  2.54  2.82  -0.040
C  2.77  2.40  1.17  -0.053
C  4.25  -0.36  -1.82  0.019
C  -3.67  -0.45  3.39  -0.050
C  -0.18  4.13  0.18  -0.174
C  0.06  -0.65  -1.35  -0.078
C  -3.27  2.12  -1.17  -0.134
C  1.79  -5.33  -0.93  -0.049
C  3.57  -0.52  0.68  -0.020
C  0.21  0.15  -0.05  -0.276
C  -2.72  -1.66  -1.22  -0.056
C  -0.62  -1.84  -3.79  -0.032
C  -0.54  1.45  -0.02  -0.108
H  5.27  -0.72  -1.69  0.089
H  2.06  -0.31  -0.31  -0.144
H  2.83  1.94  2.16  0.107
H  -0.62  3.24  2.05  0.070
H  -0.90  5.90  -0.02  0.076
H  -2.71  -0.62  3.88  0.066
H  3.49  0.56  0.67  0.047
H  3.56  -4.19  -0.60  0.130
H  0.03  -4.20  -1.34  0.078
H  -3.64  1.14  -0.86  0.074
H  1.79  -0.12  3.19  0.129
H  -2.17  -3.49  -2.58  -0.238
H  -3.37  1.22  1.20  0.108
H  1.02  -3.02  0.73  0.128
H  -0.73  0.55  3.99  -0.317
H  -5.36  -0.19  1.67  0.087
H  -2.61  0.13  0.13  0.015
H  3.42  1.93  0.43  0.088
H  0.80  4.53  0.44  0.106
H  -2.00  3.50  5.67  0.076
H  -0.10  -0.50  0.76  0.130
H  -1.15  0.08  -4.44  0.090
H  -3.07  3.06  -2.85  0.089
H  -3.77  2.99  -0.74  0.106
H  1.76  -5.10  -1.99  0.083
H  2.00  -1.43  -1.95  0.161
H  -1.01  -0.84  -1.45  0.034
H  -0.07  1.62  2.26  0.024
H  0.30  -3.88  -3.72  0.139
H  -0.28  -0.68  3.68  0.173
H  4.52  -0.72  1.18  0.124
H  -3.02  -1.79  1.93  0.141
H  -1.51  2.20  -3.60  0.109
H  1.98  3.32  -0.18  -0.034
H  -2.11  -1.51  -0.33  0.079
H  -0.19  3.22  0.79  0.011
H  0.04  2.13  -0.64  0.071
H  1.05  -2.72  -1.67  0.046
H  2.81  -0.81  1.40  0.079
H  -4.10  0.52  3.61  0.093
H  -1.54  1.27  -0.41  0.036
H  -1.85  0.53  1.63  0.075
H  -0.56  -2.55  -1.07  0.083
H  -3.19  -3.54  -1.23  0.160
H  1.40  1.41  0.32  -0.240
H  -0.23  3.50  5.55  0.082
H  2.85  2.17  -2.58  0.094
H  0.97  -0.87  1.94  0.091
H  -1.89  0.83  -2.52  0.077
H  -3.73  -1.32  -1.00  0.115
H  4.25  0.72  -1.69  0.072
H  0.21  -1.15  -3.64  0.069
H  0.59  -1.60  -1.32  0.018
H  -2.26  2.28  -0.80  0.048
H  1.71  -2.49  -0.79  0.002
H  -0.19  3.88  -0.88  0.098
H  -0.84  -1.89  -4.86  0.112
H  0.70  2.83  3.18  0.121
H  4.00  -0.65  -2.84  0.096
H  3.27  -5.81  1.03  0.096
H  1.13  1.98  -2.26  0.066
H  0.45  -0.14  -2.22  0.100
H  3.83  -2.13  -0.74  0.136
H  -1.37  -1.31  -3.19  0.055
H  2.35  1.38  -1.13  0.063
H  0.76  -5.37  -0.56  0.080
H  2.68  -2.29  0.54  0.056
H  1.18  0.89  1.81  0.067
H  -1.14  4.41  4.42  0.075
H  -2.31  2.40  3.50  0.123
H  -0.41  1.70  -2.31  0.054
H  -4.27  -1.20  3.91  0.084
H  -0.58  1.86  0.99  0.052
H  -2.24  -1.10  -2.03  0.063
H  2.20  -6.34  -0.99  0.083
H  3.09  3.43  1.36  0.120

=====

Number 1: calculated total energy -3782.2497 Eh. Number 2: calculated total energy -2806.3307 Eh. Number 3: calculated total energy -3536.2556 Eh. Number 4: calculated total energy -1974.8888 Eh.